[1]
Entry from the Open Molecules 2025 dataset: a 6-piece molecular cluster, C20H40BBr3N3O17 overall in a non-equilibrium geometry (ωB97M-V with the def2-TZVPD basis set).

Last column: Mulliken charge in e.
CARTESIAN COORDINATES (ANGSTROEM)
C -0.730 -2.728 1.376  -0.515
O 0.090 -2.520 0.190  -0.364
B -0.109 -1.246 -0.361  0.568
O -1.414 -0.771 -0.731  -0.446
N 1.008 -0.221 -0.581  0.029
C 1.518 0.469 0.416  0.044
N 0.908 0.257 1.692  -0.146
N 2.592 1.406 0.114  -0.083
Br 3.912 1.426 1.443  0.035
C 1.907 2.710 -0.008  0.022
Br 0.947 3.552 1.498  -0.064
C 1.902 3.364 -1.239  0.375
C 2.578 2.825 -2.545  -1.071
Br 0.934 5.083 -1.376  -0.105
H -0.098 -2.906 2.299  0.271
H -1.406 -3.633 1.270  0.226
H -1.429 -1.858 1.579  0.221
H -1.513 0.068 -0.237  0.298
H 1.350 -0.111 -1.548  0.212
H 1.575 0.263 2.465  0.284
H 0.111 0.884 1.850  0.253
H 3.126 1.872 -2.322  0.276
H 3.241 3.622 -2.987  0.416
H 1.756 2.592 -3.295  0.309
C 5.247 5.521 7.711  -0.597
O 5.676 5.389 6.355  -0.339
C 4.811 4.749 5.567  0.714
O 3.745 4.295 5.898  -0.540
O 5.327 4.691 4.334  -0.358
C 4.485 4.019 3.406  -0.491
H 6.027 6.054 8.253  0.215
H 4.325 6.102 7.769  0.285
H 5.114 4.540 8.171  0.292
H 3.531 4.539 3.303  0.297
H 4.328 2.983 3.711  0.107
H 4.986 4.023 2.438  0.364
C 2.357 -1.924 7.858  -0.618
O 2.432 -0.578 8.324  -0.319
C 2.045 0.336 7.427  0.805
O 1.656 0.110 6.307  -0.562
O 2.164 1.543 7.989  -0.310
C 1.781 2.623 7.136  -0.438
H 2.694 -2.571 8.666  0.222
H 1.328 -2.188 7.607  0.285
H 3.013 -2.072 6.999  0.277
H 0.728 2.538 6.859  0.310
H 2.410 2.655 6.252  0.210
H 1.918 3.549 7.690  0.178
C -3.173 -3.320 -1.524  -0.323
O -3.449 -4.365 -2.453  -0.382
C -3.697 -3.937 -3.698  0.803
O -3.701 -2.791 -4.063  -0.547
O -3.940 -5.006 -4.463  -0.368
C -4.223 -4.696 -5.829  -0.564
H -2.988 -3.779 -0.554  0.165
H -2.283 -2.766 -1.820  0.137
H -4.030 -2.650 -1.431  0.245
H -3.373 -4.197 -6.295  0.276
H -5.121 -4.080 -5.906  0.270
H -4.402 -5.636 -6.350  0.227
C 4.880 1.202 -6.342  -0.668
O 3.843 0.658 -5.524  -0.249
C 3.265 -0.440 -6.028  0.671
O 3.545 -0.971 -7.066  -0.520
O 2.316 -0.843 -5.167  -0.217
C 1.614 -2.016 -5.584  -0.582
H 5.272 2.084 -5.836  0.202
H 5.691 0.483 -6.464  0.301
H 4.486 1.506 -7.313  0.325
H 2.296 -2.861 -5.677  0.331
H 1.091 -1.837 -6.525  0.296
H 0.875 -2.249 -4.818  0.121
C -9.801 -0.158 -3.525  -0.624
O -8.888 -1.100 -4.088  -0.315
C -8.306 -1.901 -3.189  0.770
O -8.490 -1.883 -2.000  -0.540
O -7.481 -2.728 -3.844  -0.288
C -6.789 -3.647 -3.002  -0.326
H -10.209 0.434 -4.343  0.223
H -10.623 -0.671 -3.024  0.294
H -9.287 0.512 -2.835  0.284
H -7.492 -4.298 -2.482  0.394
H -6.156 -3.114 -2.290  0.070
H -6.154 -4.263 -3.635  0.076

Computed properties:
Energy relative to the best compared isomer or geometry (same formula, charge and spin)   0.0 kJ/mol
Strongest force on any atom   3.01 eV/Å
Calculated total energy   -9976.11358 a.u.
Charge   +1



[2]
Entry from the Open Molecules 2025 dataset: a 2-piece molecular cluster, C20H40BN3O9PS overall in a non-equilibrium geometry (ωB97M-V with the def2-TZVPD basis set).

Last column: Mulliken charge in e.
CARTESIAN COORDINATES (ANGSTROEM)
C -4.406 -2.158 -0.162  -1.058
C -3.379 -1.072 0.480  0.320
C -1.839 -1.299 0.143  -1.120
N -3.900 -0.114 1.234  -0.213
C -4.312 1.117 0.492  1.200
C -5.934 1.237 0.694  -1.180
B -6.313 0.751 2.225  0.836
O -6.287 1.676 3.355  -0.556
O -6.713 -0.616 2.501  -0.585
C -4.074 1.092 -1.087  -0.525
O -4.490 2.297 -1.802  -0.431
S -3.828 3.693 -1.163  1.257
O -3.232 4.630 -2.188  -0.684
O -5.002 4.462 -0.563  -0.680
C -2.726 3.281 0.256  -0.419
C -1.314 2.628 -0.094  0.184
C -0.879 2.646 -1.630  -0.921
O 0.267 1.727 -1.771  -0.125
C 0.160 0.960 -2.952  0.129
O 0.734 -0.154 -2.987  -0.451
C -3.642 2.374 1.262  -0.359
P -2.807 1.942 2.901  -0.156
N -1.434 0.853 2.713  -0.536
O -2.114 3.443 3.464  -0.548
H -4.658 -2.994 0.567  0.279
H -5.321 -1.652 -0.632  0.299
H -3.843 -2.653 -1.042  0.346
H -1.117 -0.625 0.707  0.187
H -1.562 -2.380 0.412  0.484
H -1.692 -1.206 -0.993  0.249
H -6.301 2.315 0.500  0.254
H -6.478 0.502 -0.005  0.183
H -7.095 2.232 3.245  0.285
H -6.647 -1.131 1.669  0.310
H -4.657 0.231 -1.588  0.482
H -2.973 0.909 -1.396  0.000
H -2.518 4.257 0.838  0.856
H -1.337 1.517 0.220  -0.407
H -0.506 3.168 0.499  0.324
H -1.677 2.308 -2.369  0.398
H -0.506 3.688 -1.897  0.221
H -0.376 1.292 -3.905  0.360
H -4.522 3.073 1.534  0.606
H -0.623 1.189 3.275  0.256
H -1.718 -0.022 3.198  0.305
H -1.409 3.619 2.786  0.336
C 6.388 -0.020 -1.022  -1.878
C 4.979 -0.554 -0.690  1.596
C 4.443 -1.379 -1.881  -1.098
C 5.121 -2.729 -2.094  -0.702
C 5.684 -3.336 -0.812  -1.413
C 5.030 -2.823 0.491  1.881
N 5.156 -1.365 0.526  0.365
O 4.617 -0.798 1.676  -0.983
C 5.852 -3.421 1.653  -1.911
C 3.589 -3.363 0.596  -1.650
C 4.042 0.668 -0.569  -1.741
H 6.774 0.600 -0.209  0.399
H 6.379 0.597 -1.931  0.344
H 7.104 -0.830 -1.184  0.347
H 3.371 -1.554 -1.745  0.168
H 4.521 -0.799 -2.810  0.609
H 4.398 -3.418 -2.545  0.328
H 5.931 -2.628 -2.825  0.320
H 5.614 -4.429 -0.874  0.513
H 6.759 -3.120 -0.778  0.316
H 6.875 -3.030 1.650  0.440
H 5.916 -4.513 1.566  0.374
H 5.408 -3.198 2.627  0.355
H 3.587 -4.461 0.571  0.350
H 2.944 -3.023 -0.219  0.279
H 3.115 -3.067 1.536  0.369
H 4.022 1.234 -1.509  0.372
H 4.370 1.363 0.208  0.393
H 3.014 0.365 -0.349  0.268

Computed properties:
Strongest force on any atom   7.49 eV/Å
Calculated total energy   -2391.70516 a.u.
Charge   -1



[3]
Entry from the Open Molecules 2025 dataset: C20H40CuO34S8 as an isolated structure in a non-equilibrium geometry (ωB97M-V with the def2-TZVPD basis set).

Last column: Mulliken charge in e.
CARTESIAN COORDINATES (ANGSTROEM)
Cu 1.991 -1.332 0.639  3.787
S 3.831 -0.213 2.414  0.963
O 3.490 0.681 3.460  -0.679
O 3.291 0.230 1.150  -1.086
O 5.279 -0.233 2.431  -0.789
O 3.150 -1.511 2.423  -0.767
S -0.320 -0.068 -0.198  0.514
O 0.508 0.062 1.040  -1.369
O -0.077 1.039 -1.124  -0.776
O 0.321 -1.282 -0.774  -0.680
O -1.735 -0.153 0.118  -0.572
C -0.140 -5.059 1.619  -0.511
C 0.875 -4.924 2.690  -0.432
C 1.924 -4.129 1.934  -0.702
O 1.298 -3.264 1.010  -0.068
C 0.139 -3.956 0.565  0.491
H -1.155 -4.763 1.886  0.140
H -0.318 -6.060 1.227  0.463
H 1.166 -5.944 2.937  0.314
H 0.445 -4.332 3.497  0.068
H 2.615 -4.790 1.411  0.326
H 2.559 -3.559 2.612  0.373
H 0.384 -4.354 -0.420  0.547
H -0.743 -3.324 0.460  -1.021
C 3.829 -1.714 -3.287  -0.643
C 4.936 -2.370 -2.449  -0.588
C 4.488 -2.108 -0.961  -0.985
O 3.150 -1.745 -1.063  0.177
C 2.984 -1.028 -2.240  0.373
H 3.297 -2.416 -3.929  0.264
H 4.240 -1.054 -4.051  0.383
H 5.853 -1.838 -2.701  0.305
H 5.123 -3.430 -2.624  0.276
H 4.892 -1.167 -0.586  0.279
H 4.762 -2.914 -0.280  0.426
H 3.349 -0.024 -2.023  -0.186
H 1.939 -0.984 -2.548  -0.295
C -1.662 0.654 -3.729  0.722
C -2.933 0.190 -4.575  -0.226
O -2.992 0.950 -5.768  -0.446
S -2.243 2.439 -5.562  1.039
O -3.128 3.312 -4.831  -0.505
O -1.602 2.870 -6.808  -0.552
O -1.122 1.626 -4.581  -0.352
H -0.987 -0.153 -3.446  0.184
H -1.887 1.241 -2.839  -0.440
H -3.851 0.429 -4.038  0.313
H -2.906 -0.889 -4.729  0.292
C -2.280 3.465 -0.865  1.089
C -1.020 4.380 -0.740  -0.476
O -1.390 5.388 0.160  -0.299
S -2.994 5.764 0.060  1.031
O -3.295 6.325 -1.272  -0.575
O -3.391 6.385 1.318  -0.540
O -3.212 4.110 -0.036  -0.374
H -2.070 2.418 -0.646  -0.433
H -2.657 3.461 -1.888  0.132
H -0.842 5.004 -1.616  0.374
H -0.059 3.915 -0.518  0.051
C -2.032 -1.846 2.708  0.903
C -1.810 -0.569 3.490  0.208
O -2.146 -0.870 4.883  -0.454
S -2.034 -2.498 5.232  1.056
O -3.257 -2.950 5.870  -0.587
O -0.734 -2.899 5.765  -0.560
O -2.138 -2.956 3.615  -0.346
H -1.252 -1.961 1.954  -0.637
H -2.961 -1.626 2.181  0.129
H -2.406 0.242 3.072  0.263
H -0.789 -0.194 3.418  -0.097
C 0.791 2.972 2.573  0.538
C -0.654 2.685 2.263  1.760
O -1.398 2.979 3.472  -0.496
S -0.419 3.129 4.841  1.186
O -0.700 2.114 5.832  -0.541
O -0.440 4.477 5.378  -0.622
O 0.930 2.688 3.996  -0.316
H 1.022 4.035 2.500  0.357
H 1.464 2.367 1.965  -0.398
H -0.939 1.662 2.014  -0.850
H -1.139 3.300 1.505  -0.785
C -4.605 -2.200 -1.078  -0.170
C -3.339 -2.601 -1.819  0.762
O -3.543 -3.977 -1.985  -0.437
S -4.239 -4.648 -0.640  0.999
O -3.236 -4.881 0.403  -0.373
O -5.159 -5.723 -1.055  -0.625
O -5.055 -3.223 -0.275  -0.370
H -5.398 -1.732 -1.661  0.335
H -4.322 -1.381 -0.416  0.160
H -2.382 -2.409 -1.334  -0.174
H -3.424 -2.235 -2.842  -0.172
C 3.356 3.187 -2.120  -0.215
C 2.937 2.672 -0.742  0.533
O 2.862 3.841 0.071  -0.281
S 3.233 5.284 -0.771  1.001
O 4.168 6.078 -0.034  -0.565
O 1.989 5.868 -1.291  -0.541
O 3.949 4.433 -1.906  -0.400
H 2.582 3.421 -2.851  0.283
H 4.085 2.445 -2.446  0.280
H 3.579 1.930 -0.268  0.497
H 1.907 2.317 -0.782  -0.564

Computed properties:
Expectation value of S²   0.75
Strongest force on any atom   5.91 eV/Å
Spin multiplicity   2
Calculated total energy   -8170.08689 a.u.
Charge   -2